5 unconnected molecules or ions with the total composition H12NO4. Source: the OMol25 dataset; level of theory: ωB97M-V/def2-TZVPD.

- charge = +1
- total energy (eV) = -9869.3742
- maximum force (Eh/bohr) = 0.0181

XYZ file:
```
17
Properties=species:S:1:pos:R:3:forces:R:3
N 0.193 -1.101 -0.338 0.21 0.70 -0.12
H 0.293 -1.395 0.636 0.20 0.12 -0.10
H 1.078 -0.753 -0.721 0.29 -0.04 0.26
H -0.153 -1.842 -0.945 -0.28 0.16 0.13
H -0.407 -0.260 -0.359 -0.48 -0.47 -0.06
H -3.006 -0.030 1.020 0.18 -0.04 -0.11
H -2.196 0.974 1.795 0.23 0.06 0.01
O -2.098 0.284 1.130 -0.27 -0.12 0.03
H -2.286 0.279 -2.641 -0.03 0.22 -0.18
H -0.977 1.132 -2.670 -0.40 -0.07 -0.14
O -1.420 0.391 -2.243 0.50 -0.19 0.34
H 2.754 1.535 -0.724 0.04 -0.32 0.29
H 1.757 1.739 -1.806 -0.15 -0.36 0.09
O 1.961 1.120 -1.087 0.06 0.52 -0.37
H 1.107 -1.594 2.866 0.21 0.05 0.61
H 1.855 -0.263 3.225 -0.05 -0.18 0.23
O 1.456 -0.772 2.517 -0.25 -0.03 -0.90
```
Positions in Å, forces in eV/Å.

Mulliken atomic charge list, values in e, 2 entries:
1. N -0.34
2. H 0.31

=====

2 unconnected molecules or ions with the total composition C5H12N in a non-equilibrium geometry. Source: the OMol25 dataset; level of theory: ωB97M-V/def2-TZVPD.

- multiplicity = 2
- total energy (eV) = -6866.8420
- maximum force (Eh/bohr) = 0.0339

XYZ file:
```
18
Properties=species:S:1:pos:R:3:forces:R:3
C 4.413 0.419 -0.431 0.41 0.27 0.70
C -0.101 -0.133 -0.150 0.91 -0.68 -1.32
N 1.159 -0.300 0.382 0.49 0.56 1.02
C -3.449 0.346 0.735 1.04 0.03 -0.86
C -2.570 -0.291 -0.379 0.12 -0.13 0.92
C -1.240 -0.700 0.202 -0.67 0.77 0.52
H 3.781 0.918 -1.155 -0.09 -0.07 -0.08
H 4.912 1.163 0.194 0.10 0.15 -0.30
H 5.171 -0.201 -0.900 -0.07 -0.05 -0.12
H 3.837 -0.148 0.290 -0.28 -0.28 -0.21
H -3.717 -0.431 1.447 -0.55 0.13 0.00
H -0.009 0.495 -1.047 -0.43 0.15 0.13
H -2.853 1.085 1.271 -0.03 0.06 0.01
H -4.260 0.875 0.239 -0.48 -0.27 0.45
H -2.421 0.428 -1.183 -0.01 -0.13 -0.15
H -3.081 -1.182 -0.751 -0.08 0.13 -0.26
H 1.693 -1.114 0.085 -0.38 -0.23 -0.28
H -1.265 -1.230 1.150 0.00 -0.39 -0.18
```
Positions in Å, forces in eV/Å.

Mulliken atomic charge list, values in e, 2 entries:
1. C -0.88
2. C -0.14

=====

A molecular structure, C28H31N5OS2Tc in a non-equilibrium geometry. Source: the OMol25 dataset; level of theory: ωB97M-V/def2-TZVPD.

- charge = +4
- multiplicity = 4
- total energy (eV) = -62867.2793
- maximum force (Eh/bohr) = 0.0699

XYZ file:
```
68
Properties=species:S:1:pos:R:3:forces:R:3
Tc 0.802 -1.104 2.016 1.17 0.17 0.57
C 2.672 -2.174 1.107 0.89 0.76 -2.17
C 3.061 -1.906 2.432 0.47 -0.50 -0.77
C 2.342 -2.536 3.431 -1.15 -0.18 1.31
C 1.079 -3.215 3.148 2.28 0.67 -0.08
C 0.706 -3.448 1.830 0.05 0.11 -1.18
C 1.553 -2.953 0.817 -0.23 0.59 -0.49
H 3.276 -1.763 0.244 -0.73 -0.48 1.18
H 3.965 -1.305 2.549 -0.35 -0.24 0.50
H 2.680 -2.437 4.487 -0.52 -0.27 -1.00
H 0.580 -3.623 3.987 -0.77 -0.21 0.62
H -0.188 -3.937 1.463 -0.14 -0.28 0.59
H 1.224 -2.957 -0.216 0.11 -0.60 -0.01
C -2.287 0.497 -9.480 0.63 1.91 -0.45
C -1.402 0.629 -8.327 2.08 1.72 0.41
C -0.110 1.381 -8.439 -0.97 -1.08 2.41
C 0.774 1.487 -7.359 -0.77 0.18 -2.50
C 0.462 0.859 -6.119 0.80 0.34 -1.15
N 1.380 0.929 -5.132 -1.06 -0.23 1.35
C 1.267 0.416 -3.736 -1.39 0.65 -1.32
O 2.134 -0.262 -3.319 0.61 -0.45 1.18
N 0.062 0.811 -3.100 1.94 -1.14 -0.44
C -0.533 0.360 -1.910 3.54 0.24 -0.54
C -1.857 0.555 -1.698 0.81 -0.23 -0.53
C -2.389 0.130 -0.562 -2.72 -0.32 2.03
C -1.636 -0.448 0.415 -0.51 -0.13 0.41
N -0.338 -0.508 0.270 2.14 -0.56 0.86
C 0.267 -0.129 -0.875 -1.30 -0.29 0.37
C -0.756 0.155 -6.051 0.02 -0.02 1.77
C -1.690 0.151 -7.023 0.20 -0.43 -0.90
H -1.777 0.177 -10.362 0.83 -0.68 -0.59
H -2.570 1.516 -9.884 -0.19 -0.71 0.82
H -3.098 -0.143 -9.321 -1.42 -0.65 0.29
H 0.059 1.920 -9.335 0.42 0.23 -0.82
H 1.707 2.035 -7.578 -0.48 -0.27 0.63
H 2.282 1.291 -5.407 0.30 -0.06 0.30
H -0.467 1.366 -3.704 -1.30 1.09 -0.69
H -2.432 0.936 -2.455 -1.50 1.12 -1.68
H -3.444 0.257 -0.350 -0.05 -0.10 -0.24
H -2.054 -0.873 1.311 -0.25 0.24 -0.08
H 1.311 -0.321 -0.891 0.71 0.35 -0.52
H -0.931 -0.368 -5.118 -0.34 -0.10 -0.14
H -2.604 -0.351 -6.820 -0.67 -0.38 -0.10
C -4.374 0.296 5.452 -0.15 -0.30 -0.01
C -3.139 -0.008 4.635 -0.10 2.68 1.06
C -2.229 1.040 4.296 0.82 -0.65 -0.25
C -1.037 0.669 3.647 -0.81 -0.02 -0.17
N -0.770 -0.620 3.256 -0.48 1.10 0.38
C -1.682 -1.579 3.544 0.66 0.62 0.85
C -2.804 -1.292 4.295 -0.30 -2.57 -1.50
H -4.330 -0.318 6.348 -0.44 -0.76 -0.24
H -5.291 0.147 4.851 0.37 -0.31 0.47
H -4.468 1.261 5.935 0.52 0.66 -0.69
H -2.426 2.108 4.566 0.21 -1.21 -0.30
H -0.270 1.364 3.313 -0.35 0.17 0.34
H -1.380 -2.578 3.251 -0.59 0.03 0.04
H -3.459 -2.182 4.413 0.21 1.00 0.50
S 2.076 1.071 1.953 -0.47 -0.81 0.62
C 2.682 1.315 3.589 0.02 0.64 -0.55
N 3.191 2.480 3.968 -1.66 -2.53 -1.51
C 3.703 2.523 5.320 -0.54 0.67 -0.44
C 3.096 1.372 6.070 -1.36 0.29 0.02
S 2.685 0.102 4.817 0.10 1.02 0.13
H 3.096 3.251 3.327 0.38 0.50 0.08
H 3.372 3.504 5.637 0.64 0.08 0.96
H 4.743 2.359 5.239 1.41 0.52 0.25
H 2.165 1.665 6.562 0.10 -0.21 0.03
H 3.766 0.957 6.778 0.61 -0.38 0.69
```
Positions in Å, forces in eV/Å.

Mulliken atomic charge list, values in e, 2 entries:
1. Tc 0.23
2. C -0.34

=====

2 unconnected molecules or ions with the total composition C24H20Cl2N in a non-equilibrium geometry. Source: the OMol25 dataset; level of theory: ωB97M-V/def2-TZVPD.

- charge = +1
- total energy (eV) = -51740.4055
- maximum force (Eh/bohr) = 0.0279

XYZ file:
```
47
Properties=species:S:1:pos:R:3:forces:R:3
Cl 5.536 -3.167 -5.352 0.02 -0.06 0.05
C 4.435 -2.406 -4.293 -0.36 0.44 0.53
C 4.862 -1.320 -3.506 -0.28 -0.03 0.05
C 3.941 -0.644 -2.719 -0.26 -0.08 -0.17
C 2.574 -1.033 -2.683 0.44 -0.37 -0.21
C 1.626 -0.256 -1.951 -0.44 -0.12 -0.10
C 0.287 -0.599 -1.796 0.08 -0.22 0.15
C -0.671 0.282 -1.312 0.14 -0.10 -0.06
C -2.059 -0.058 -1.196 -0.45 -0.21 0.12
C -3.056 0.949 -1.251 0.18 -0.21 0.04
C -4.402 0.614 -1.299 0.19 -0.19 0.04
C -4.782 -0.739 -1.242 0.69 0.36 0.02
Cl -6.435 -1.158 -1.341 -0.04 0.00 0.03
C -3.819 -1.751 -1.106 0.43 0.19 0.03
C -2.470 -1.412 -1.082 -0.36 0.15 -0.30
C 2.186 -2.177 -3.437 0.41 0.05 -0.14
C 3.106 -2.855 -4.230 -0.28 0.30 0.29
H 5.903 -1.012 -3.534 -0.21 -0.04 -0.03
H 4.246 0.221 -2.129 0.03 -0.23 -0.18
H 1.963 0.684 -1.507 -0.01 -0.13 -0.16
H -0.037 -1.599 -2.098 0.11 0.47 0.03
H -0.368 1.307 -1.098 -0.10 -0.15 0.00
H -2.736 1.992 -1.298 -0.21 -0.25 0.01
H -5.165 1.383 -1.386 0.15 -0.16 0.03
H -4.131 -2.791 -1.039 0.05 0.23 0.03
H -1.714 -2.193 -0.984 -0.33 0.16 0.01
H 1.147 -2.504 -3.429 0.36 0.01 -0.08
H 2.802 -3.720 -4.815 0.06 0.21 0.09
C 2.467 1.742 3.642 0.23 -0.04 0.00
N 1.244 1.159 3.122 -0.05 0.11 0.06
C 1.209 0.125 2.213 -1.43 0.05 0.05
C -0.121 -0.192 1.957 0.88 -0.07 -0.33
C -0.942 0.684 2.725 0.61 0.58 0.45
C -0.057 1.534 3.462 0.10 -0.86 -0.71
C -0.524 2.511 4.329 -0.72 0.24 0.19
C -1.921 2.648 4.460 0.88 -0.14 -0.13
C -2.802 1.824 3.735 0.07 -0.39 -0.39
C -2.322 0.840 2.861 -0.19 0.38 0.32
H 2.210 2.545 4.337 0.15 -0.16 -0.15
H 3.074 0.991 4.168 -0.28 0.19 -0.03
H 3.085 2.150 2.831 -0.24 0.02 0.19
H 2.123 -0.318 1.821 -0.26 0.16 0.22
H -0.494 -0.963 1.298 0.20 -0.05 0.08
H 0.184 3.134 4.876 -0.39 -0.04 -0.03
H -2.327 3.405 5.132 0.15 -0.23 -0.19
H -3.877 1.958 3.862 0.33 -0.05 -0.04
H -2.976 0.186 2.279 -0.04 0.27 0.30
```
Positions in Å, forces in eV/Å.

Mulliken atomic charge list, values in e, 2 entries:
1. Cl -0.14
2. C 0.45

=====

2 unconnected molecules or ions with the total composition CH6N2O in a non-equilibrium geometry. Source: the OMol25 dataset; level of theory: ωB97M-V/def2-TZVPD.

- charge = +1
- multiplicity = 2
- total energy (eV) = -6152.3205
- maximum force (Eh/bohr) = 0.0453

XYZ file:
```
10
Properties=species:S:1:pos:R:3:forces:R:3
N 1.276 -0.273 1.615 -0.36 -0.50 -0.79
H 0.986 -0.904 2.350 0.12 0.32 0.66
H 0.867 -0.748 0.817 0.51 -0.18 -0.10
H 2.289 -0.330 1.499 -0.34 0.16 0.10
C -0.676 -0.013 -1.482 -1.70 1.42 0.72
N -1.164 0.847 -0.613 1.08 -0.82 -0.09
O 0.385 -0.630 -1.301 0.71 -0.31 -0.34
H -1.271 -0.167 -2.397 0.35 -0.43 -0.10
H -2.110 1.196 -0.706 0.15 0.20 -0.03
H -0.582 1.023 0.218 -0.53 0.14 -0.03
```
Positions in Å, forces in eV/Å.

Mulliken atomic charge list, values in e, 2 entries:
1. N -0.65
2. H 0.29

=====

2 unconnected molecules or ions with the total composition CH3NO2 in a non-equilibrium geometry. Source: the OMol25 dataset; level of theory: ωB97M-V/def2-TZVPD.

- SMILES = C#[N+][O-].O
- total energy (eV) = -6667.3861
- maximum force (Eh/bohr) = 0.0405

XYZ file:
```
7
Properties=species:S:1:pos:R:3:forces:R:3
C 2.416 -1.257 -0.254 -0.24 -0.36 -0.53
N 2.434 -0.108 -0.118 0.29 -0.77 0.73
O 2.583 0.999 0.239 0.08 1.84 0.02
O -0.515 0.772 -0.034 -1.77 -0.48 0.50
H -0.149 1.527 -0.493 -0.24 0.36 -0.03
H -1.501 0.898 0.101 2.03 0.09 -0.46
H 1.946 -2.035 -0.780 -0.15 -0.68 -0.23
```
Positions in Å, forces in eV/Å.

Mulliken atomic charge list, values in e, 2 entries:
1. C -0.23
2. N 0.51